C15H15FN4O5 in the gas phase, computed with ωB97M-V/def2-TZVPD.

E_LUMO = -0.01 eV
molecular weight = 350.3 g/mol
SMILES = COC(=O)c1nnn(CC(=O)Nc2ccc(C)c(F)c2)c1C(=O)OC

The geometry in ORCA input format:
```
! wB97M-V def2-TZVPD RIJCOSX def2/J DEFGRID3
* xyz 0 1
C 2.40627 3.97467 -3.82102
H 3.40403 4.00132 -4.25028
H 2.38791 4.48584 -2.85597
H 1.68731 4.45679 -4.48663
O 2.08428 2.60102 -3.65861
C 0.88297 2.33911 -3.15836
O 0.07853 3.17485 -2.82542
C 0.63223 0.88875 -3.06209
N 1.34604 -0.06366 -3.69990
N 0.84031 -1.20515 -3.46186
N -0.22540 -1.06486 -2.68089
C -0.40317 0.24760 -2.38200
C -1.51032 0.76369 -1.54394
O -2.65339 0.40526 -1.66319
O -1.04315 1.61647 -0.64224
C -1.98658 2.30065 0.17530
H -2.14737 3.29585 -0.24051
H -1.55293 2.37442 1.17072
H -2.92857 1.75051 0.20265
C -0.98907 -2.18217 -2.22451
H -2.05579 -1.98581 -2.38075
H -0.69738 -3.05058 -2.81970
C -0.83552 -2.55797 -0.73408
O -1.32588 -3.58347 -0.33159
N -0.16475 -1.65363 0.01833
C 0.00484 -1.63875 1.41098
C -0.33282 -2.70513 2.23513
C -0.13879 -2.60550 3.60124
C 0.38611 -1.46337 4.19080
C 0.70991 -0.41425 3.33729
C 0.53451 -0.47928 1.97103
H 0.80554 0.36854 1.35903
F 1.21859 0.72448 3.85889
C 0.59010 -1.33910 5.66726
H 0.52064 -2.31053 6.14829
H -0.16757 -0.68292 6.09600
H 1.56295 -0.90040 5.88113
H -0.40237 -3.44266 4.22952
H -0.74636 -3.60181 1.80661
H 0.22408 -0.83882 -0.43664
*
```